No. 1
Density functional theory data (ωB97M-V/def2-TZVPD) for a molecular structure, C23H14Cl5NO3S2SbSe4W.

```
! RIJCOSX wB97M-V def2-TZVPD def2/J DEFGRID3
* xyz 0 2
W -0.205 0.684 0.066
Cl -1.863 -5.207 4.459
C -1.342 -4.016 3.335
C -0.649 -4.389 2.185
Cl -0.268 -6.042 1.913
C -0.268 -3.433 1.247
Cl 0.532 -3.876 -0.207
C -0.548 -2.089 1.473
O -0.191 -1.158 0.608
C -1.224 -1.728 2.640
Cl -1.537 -0.041 2.820
C -1.640 -2.673 3.564
Cl -2.521 -2.185 4.950
O 0.231 1.207 -1.531
N 2.004 -0.791 -0.991
C 2.510 -1.424 -2.053
C 3.818 -1.285 -2.472
C 4.654 -0.443 -1.747
C 4.155 0.215 -0.643
C 2.819 0.005 -0.298
S 2.049 0.875 1.031
H 1.821 -2.078 -2.578
H 4.169 -1.809 -3.349
H 5.686 -0.303 -2.042
H 4.757 0.894 -0.056
O -1.999 0.332 -0.576
S -1.500 -0.015 -2.086
C -2.040 1.441 -2.979
C -2.288 2.634 -2.328
C -2.744 3.723 -3.057
C -2.954 3.597 -4.423
C -2.702 2.391 -5.064
C -2.232 1.304 -4.346
C -3.016 -0.930 -2.439
C -2.853 -2.264 -2.778
C -3.970 -3.080 -2.922
C -5.230 -2.557 -2.697
C -5.387 -1.215 -2.352
C -4.282 -0.396 -2.225
H -2.154 2.720 -1.260
H -2.930 4.659 -2.548
H -3.322 4.442 -4.989
H -2.875 2.288 -6.126
H -2.020 0.364 -4.841
H -1.855 -2.663 -2.920
H -3.848 -4.119 -3.196
H -6.102 -3.192 -2.783
H -6.373 -0.809 -2.171
H -4.396 0.644 -1.946
Se -3.736 4.795 2.057
Sb -1.288 4.891 1.932
Se -0.515 2.578 1.094
Se -0.313 5.389 4.044
Se -1.099 6.487 0.157
*
```

Output
<S²>   0.7615
ΔE to the lowest compared entry with this formula, charge and spin   3.490 eV
HOMO-LUMO gap (alpha / beta)   5.66 / 5.49 eV
E_LUMO (alpha / beta)   -2.31 / -2.43 eV

natural (NBO) charges, unit e, in atom order:
1. W 1.47
2. Cl 0.07
3. C -0.10
4. C -0.07
5. Cl 0.07
6. C -0.10
7. Cl 0.06
8. C 0.28
9. O -0.70
10. C -0.04
11. Cl 0.10
12. C -0.10
13. Cl 0.08
14. O -0.70
15. N -0.48
16. C 0.06
17. C -0.28
18. C -0.15
19. C -0.26
20. C 0.08
21. S -0.08
22. H 0.19
23. H 0.22
24. H 0.22
25. H 0.23
26. O -0.87
27. S 1.23
28. C -0.24
29. C -0.14
30. C -0.19
31. C -0.19
32. C -0.20
33. C -0.21
34. C -0.16
35. C -0.22
36. C -0.21
37. C -0.18
38. C -0.19
39. C -0.22
40. H 0.23
41. H 0.24
42. H 0.22
43. H 0.22
44. H 0.23
45. H 0.22
46. H 0.23
47. H 0.22
48. H 0.23
49. H 0.24
50. Se -0.23
51. Sb 0.95
52. Se -0.08
53. Se -0.52
54. Se -0.50

=====

No. 2
Density functional theory data (ωB97M-V/def2-TZVPD) for a molecular structure, C24H21CoIN6O4S.

```
! RIJCOSX wB97M-V def2-TZVPD def2/J DEFGRID3
* xyz 0 2
Co -0.208 0.456 1.847
C -0.511 2.220 -2.333
C 0.720 1.448 -1.977
N 1.546 1.082 -2.921
C 2.647 0.360 -2.605
C 2.979 0.007 -1.329
C 4.262 -0.727 -1.071
O 3.997 -1.904 -0.313
C 2.097 0.378 -0.279
C 2.472 0.163 1.082
N 1.718 0.355 2.121
C 2.331 0.300 3.399
C 3.670 0.644 3.595
C 4.258 0.555 4.844
C 3.517 0.146 5.943
C 2.173 -0.148 5.784
C 1.596 -0.057 4.528
I -0.447 -0.421 4.325
C 0.925 1.085 -0.600
O 0.030 1.444 0.260
H -0.481 2.475 -3.390
H -0.589 3.126 -1.730
H -1.405 1.625 -2.132
H 3.277 0.072 -3.438
H 4.965 -0.079 -0.528
H 4.720 -0.971 -2.033
H 4.780 -2.462 -0.318
H 3.493 -0.165 1.252
H 4.252 1.015 2.762
H 5.299 0.827 4.961
H 3.972 0.080 6.922
H 1.572 -0.440 6.634
N -3.250 -2.367 -5.493
C -3.010 -1.918 -4.190
C -4.068 -1.732 -3.300
C -3.831 -1.332 -1.998
C -2.534 -1.095 -1.563
C -1.477 -1.305 -2.437
C -1.709 -1.708 -3.740
S -1.539 -2.054 0.914
O -1.509 -3.187 0.014
O -0.168 -1.490 1.145
N -2.227 -0.712 -0.229
C -2.690 0.403 0.335
N -3.655 1.126 -0.272
C -4.163 2.141 0.387
C -3.769 2.500 1.678
C -2.716 1.786 2.188
N -2.141 0.773 1.532
H -4.162 -2.139 -5.854
H -2.522 -2.143 -6.152
H -5.084 -1.911 -3.632
H -4.659 -1.190 -1.316
H -0.464 -1.155 -2.084
H -0.874 -1.866 -4.411
H -4.917 2.719 -0.139
H -4.216 3.321 2.214
H -2.269 2.045 3.142
*
```

Output
<S²>   0.7772
ΔE to the lowest compared entry with this formula, charge and spin   0.000 eV
HOMO-LUMO gap (alpha / beta)   6.79 / 6.80 eV
E_LUMO (alpha / beta)   -0.55 / -0.54 eV

natural (NBO) charges, unit e, in atom order:
1. Co 1.10
2. C -0.65
3. C 0.17
4. N -0.39
5. C -0.03
6. C -0.01
7. C -0.09
8. O -0.72
9. C -0.24
10. C 0.22
11. N -0.56
12. C 0.19
13. C -0.24
14. C -0.19
15. C -0.21
16. C -0.22
17. C -0.20
18. I 0.29
19. C 0.46
20. O -0.75
21. H 0.23
22. H 0.22
23. H 0.24
24. H 0.19
25. H 0.16
26. H 0.18
27. H 0.47
28. H 0.20
29. H 0.22
30. H 0.22
31. H 0.22
32. H 0.23
33. N -0.80
34. C 0.17
35. C -0.26
36. C -0.19
37. C 0.17
38. C -0.19
39. C -0.26
40. S 1.68
41. O -0.94
42. O -1.06
43. N -0.65
44. C 0.61
45. N -0.48
46. C 0.13
47. C -0.38
48. C 0.11
49. N -0.59
50. H 0.37
51. H 0.37
52. H 0.20
53. H 0.22
54. H 0.22
55. H 0.21
56. H 0.20
57. H 0.23
58. H 0.20

=====

No. 3
Density functional theory data (ωB97M-V/def2-TZVPD) for a molecular structure, C28H26N5OPt.

```
! RIJCOSX wB97M-V def2-TZVPD def2/J DEFGRID3
* xyz 1 3
Pt 0.794 -1.041 0.015
C -4.166 3.787 0.857
C -2.884 3.070 0.602
C -2.017 3.451 -0.425
C -0.836 2.786 -0.613
C -0.436 1.695 0.198
N 0.763 1.113 -0.029
C 1.842 1.811 -0.474
C 2.102 3.069 0.107
C 3.213 3.805 -0.211
C 4.126 3.342 -1.157
C 5.325 4.157 -1.512
C 3.889 2.102 -1.740
C 2.778 1.325 -1.424
N 2.616 0.101 -2.115
C 3.059 -0.146 -3.369
C 2.868 -1.482 -3.633
C 2.289 -1.996 -2.474
N 2.140 -1.033 -1.573
C -1.354 1.260 1.198
C -2.542 1.964 1.366
N -1.111 0.176 2.064
C -1.753 -0.042 3.239
C -1.319 -1.245 3.742
C -0.385 -1.705 2.815
N -0.274 -0.842 1.814
H -4.121 4.815 0.510
H -4.412 3.786 1.916
H -4.978 3.288 0.330
H -2.279 4.272 -1.074
H -0.170 3.080 -1.410
H 1.403 3.430 0.846
H 3.379 4.751 0.278
H 5.164 5.200 -1.251
H 5.551 4.090 -2.573
H 6.199 3.808 -0.964
H 4.600 1.726 -2.459
H 3.446 0.622 -4.005
H 3.110 -2.014 -4.527
H 2.002 -3.009 -2.262
H -3.248 1.649 2.118
H -2.441 0.658 3.668
H -1.624 -1.731 4.645
H 0.204 -2.601 2.852
C -3.492 -1.776 -0.017
C -2.100 -2.232 -0.352
O -1.350 -1.506 -0.997
C -1.655 -3.552 0.136
C -2.545 -4.549 0.541
C -2.062 -5.769 0.974
C -0.698 -6.011 1.023
C 0.197 -5.021 0.646
C -0.283 -3.810 0.199
H -3.574 -0.706 -0.199
H -3.744 -2.001 1.017
H -4.198 -2.295 -0.664
H -3.610 -4.380 0.510
H -2.757 -6.531 1.288
H -0.335 -6.971 1.352
H 1.261 -5.193 0.707
H 0.432 -2.998 -0.072
*
```

Output
<S²>   2.0427
ΔE to the lowest compared entry with this formula, charge and spin   0.770 eV
HOMO-LUMO gap (alpha / beta)   7.24 / 5.54 eV
E_LUMO (alpha / beta)   -2.31 / -4.65 eV

natural (NBO) charges, unit e, in atom order:
1. Pt 0.67
2. C -0.64
3. C 0.05
4. C -0.21
5. C -0.17
6. C 0.08
7. N -0.40
8. C 0.08
9. C -0.18
10. C -0.20
11. C 0.03
12. C -0.64
13. C -0.22
14. C 0.21
15. N -0.17
16. C 0.00
17. C -0.31
18. C 0.01
19. N -0.31
20. C 0.22
21. C -0.24
22. N -0.17
23. C -0.02
24. C -0.30
25. C 0.00
26. N -0.31
27. H 0.23
28. H 0.23
29. H 0.24
30. H 0.23
31. H 0.23
32. H 0.23
33. H 0.23
34. H 0.23
35. H 0.23
36. H 0.24
37. H 0.22
38. H 0.24
39. H 0.25
40. H 0.23
41. H 0.22
42. H 0.24
43. H 0.25
44. H 0.24
45. C -0.72
46. C 0.57
47. O -0.59
48. C -0.12
49. C -0.18
50. C -0.21
51. C -0.17
52. C -0.21
53. C -0.17
54. H 0.24
55. H 0.23
56. H 0.25
57. H 0.22
58. H 0.23
59. H 0.23
60. H 0.22
61. H 0.16

=====

No. 4
Density functional theory data (ωB97M-V/def2-TZVPD) for a molecular structure, C26H44AlBrCl2F9N4O7.

```
! RIJCOSX wB97M-V def2-TZVPD def2/J DEFGRID3
* xyz -1 1
N 1.151 -1.018 4.722
C 0.768 -0.675 3.346
N 0.102 0.664 3.416
N -0.198 -1.644 2.820
C 1.980 -0.655 2.333
O 3.288 -0.592 2.949
C 3.772 -1.799 3.278
O 3.241 -2.836 3.171
O 5.074 -1.782 3.838
Br 5.004 -0.523 5.199
H 0.332 -0.906 5.321
H 1.814 -0.307 5.043
H -0.314 0.904 2.515
H 0.796 1.365 3.688
H -1.036 -1.136 2.413
H -0.467 -2.299 3.547
H 1.861 -1.503 1.624
H 1.855 0.258 1.705
Cl -2.610 -1.577 1.475
C -1.935 2.209 9.171
C -2.120 3.784 9.268
C -2.365 4.474 7.933
F -1.328 4.299 7.075
F -2.493 5.815 8.116
F -1.042 4.313 9.918
F -3.188 4.068 10.059
O -0.467 1.758 9.169
C 0.256 1.737 7.960
C 1.452 2.718 7.971
F 1.045 3.977 8.148
F 2.121 2.683 6.802
F -0.547 1.937 6.933
F 0.720 0.436 7.842
H -2.369 1.759 10.102
H -2.501 1.751 8.369
H -3.281 4.110 7.464
H 2.166 2.475 8.787
Al 1.501 1.025 9.766
F -1.645 0.691 -0.463
C -2.406 0.904 -1.540
C -3.221 -0.113 -2.005
C -4.012 0.112 -3.124
C -3.972 1.346 -3.771
C -3.146 2.354 -3.293
C -2.362 2.135 -2.168
H -3.229 -1.067 -1.490
H -4.659 -0.673 -3.494
H -4.586 1.517 -4.648
H -3.109 3.313 -3.797
H -1.717 2.913 -1.778
Cl -4.045 2.076 10.034
C 0.835 -0.953 -3.240
C 1.250 0.170 -4.220
C 2.617 -0.171 -4.845
C 2.609 -1.327 -5.850
C 1.267 -1.499 -6.571
C 0.390 -0.237 -6.610
N 0.174 0.222 -5.226
O -0.544 1.203 -5.146
C -0.952 -0.673 -7.197
C 1.015 0.809 -7.539
C 1.452 1.445 -3.398
H -0.117 -0.720 -2.757
H 1.582 -1.079 -2.453
H 0.719 -1.915 -3.743
H 3.013 0.717 -5.346
H 3.336 -0.396 -4.055
H 3.406 -1.161 -6.581
H 2.861 -2.261 -5.344
H 1.444 -1.865 -7.583
H 0.711 -2.299 -6.070
H -1.442 -1.380 -6.526
H -0.812 -1.169 -8.158
H -1.630 0.168 -7.363
H 1.131 0.391 -8.539
H 2.002 1.141 -7.209
H 0.383 1.695 -7.630
H 2.231 1.287 -2.650
H 0.550 1.735 -2.859
H 1.764 2.282 -4.028
O 6.325 2.581 4.150
H 7.207 2.242 4.335
H 5.833 1.804 3.855
C -3.112 -5.281 -5.178
C -1.737 -4.724 -5.594
C -0.709 -5.071 -4.498
O -1.832 -3.381 -5.681
H -3.456 -4.858 -4.232
H -3.869 -5.073 -5.939
H -3.064 -6.371 -5.053
H -1.432 -5.301 -6.492
H -0.980 -4.641 -3.531
H 0.289 -4.708 -4.764
H -0.637 -6.158 -4.366
*
```

Output
HOMO-LUMO gap   3.14 eV
E_LUMO   -1.32 eV

Löwdin charges, unit e, in atom order:
1. N 0.08
2. C -0.62
3. N 0.06
4. N -0.01
5. C -0.08
6. O -0.07
7. C -0.73
8. O 0.19
9. O -0.44
10. Br 0.86
11. H 0.07
12. H 0.04
13. H 0.07
14. H 0.06
15. H -0.17
16. H 0.06
17. H 0.13
18. H 0.13
19. Cl -0.36
20. C -0.23
21. C -0.48
22. C -0.29
23. F 0.08
24. F 0.09
25. F 0.09
26. F -0.13
27. O -0.14
28. C -0.61
29. C -0.38
30. F 0.15
31. F 0.13
32. F 0.21
33. F 0.07
34. H -0.06
35. H 0.09
36. H 0.18
37. H 0.03
38. Al 0.99
39. F 0.02
40. C -0.31
41. C -0.01
42. C -0.07
43. C -0.11
44. C -0.11
45. C -0.05
46. H 0.09
47. H 0.11
48. H 0.09
49. H 0.10
50. H 0.11
51. Cl 0.21
52. C 0.03
53. C -0.45
54. C -0.13
55. C -0.16
56. C -0.13
57. C -0.47
58. N 0.01
59. O 0.16
60. C -0.02
61. C 0.00
62. C -0.01
63. H 0.09
64. H 0.10
65. H 0.09
66. H 0.11
67. H 0.13
68. H 0.11
69. H 0.11
70. H 0.13
71. H 0.11
72. H 0.06
73. H 0.10
74. H 0.09
75. H 0.10
76. H 0.08
77. H 0.09
78. H 0.10
79. H 0.08
80. H 0.09
81. O -0.09
82. H 0.03
83. H -0.03
84. C -0.09
85. C -0.67
86. C -0.10
87. O -0.22
88. H 0.07
89. H 0.06
90. H 0.06
91. H 0.11
92. H 0.07
93. H 0.05
94. H 0.06

=====

Calculated values (hartree) of E_tot for the records, taken in order: -14175.69879; -3635.35848; -1550.64770; -6398.03251.